No. 1
ORCA calculation (the ωB97M-V functional and the def2-TZVPD basis) on an isolated molecule of C7H14N2.

Geometry (Å):
C (0.514, 1.072, -0.003)
C (0.856, 1.431, -1.420)
C (-0.498, 1.953, -1.033)
C (0.705, -0.690, 1.808)
C (-0.870, -2.560, 0.318)
C (0.194, -0.305, 0.438)
C (-0.541, -1.207, -0.259)
N (1.184, 1.848, 0.978)
N (-1.029, -1.017, -1.541)
H (1.518, 2.730, 0.613)
H (0.629, 2.002, 1.811)
H (-1.866, -1.538, -1.755)
H (-1.081, -0.045, -1.844)
H (1.668, 2.141, -1.558)
H (0.893, 0.616, -2.129)
H (-1.384, 1.676, -1.583)
H (-0.561, 2.989, -0.724)
H (0.963, -1.744, 1.856)
H (1.600, -0.121, 2.046)
H (-0.039, -0.493, 2.585)
H (-1.363, -2.466, 1.285)
H (0.032, -3.156, 0.461)
H (-1.525, -3.115, -0.351)

Computed properties:
Net charge: 0
2S+1: 1
ΔE to the lowest compared entry with this formula, charge and spin, kJ/mol: 169.8
HOMO, Eh: -0.2587
SMILES: C/C(N)=C(\C)C1(N)CC1
Kohn-Sham gap, eV: 8.1022
LUMO level, eV: 1.06



No. 2
ORCA calculation (the ωB97M-V functional and the def2-TZVPD basis) on a 2-piece molecular cluster, C11H14S overall.

Geometry (Å):
C (3.599, 0.565, -0.438)
C (3.157, -0.688, -0.718)
C (2.781, 1.446, 0.286)
C (1.958, -1.174, -0.215)
C (1.604, 0.961, 0.810)
C (1.135, -0.284, 0.553)
C (-1.432, 0.868, 1.356)
C (-0.374, -3.152, 0.355)
C (-2.124, 1.502, 0.241)
C (-1.231, 1.094, -0.919)
C (-1.117, -0.497, -0.845)
S (-0.677, -0.626, 0.877)
H (4.683, 0.942, -0.502)
H (3.809, -1.298, -1.290)
H (3.116, 2.411, 0.473)
H (1.504, -2.123, -0.526)
H (0.933, 1.757, 1.268)
H (-2.097, 0.591, 2.152)
H (-1.456, -3.232, -0.028)
H (-0.495, -3.323, 1.453)
H (-3.136, 1.137, 0.112)
H (-2.190, 2.504, 0.434)
H (-1.676, 1.438, -1.813)
H (-0.182, 1.391, -0.772)
H (-2.009, -1.131, -1.113)
H (-0.274, -0.832, -1.504)

Computed properties:
Net charge: 0
2S+1: 1
ΔE to the lowest compared entry with this formula, charge and spin, kJ/mol: 622.8
HOMO (alpha / beta), Eh: -0.2671 / -0.2671
Kohn-Sham gap (alpha / beta), eV: 6.4824 / 6.4875
LUMO level (alpha / beta), eV: -0.78 / -0.78



No. 3
ORCA calculation (the ωB97M-V functional and the def2-TZVPD basis) on a 2-piece molecular cluster, C3H8NO3S overall.

Geometry (Å):
O (1.404, -0.864, -1.737)
C (1.234, -0.785, -0.502)
O (1.858, -1.348, 0.370)
C (-0.047, 0.189, 0.166)
C (0.659, 0.707, 1.448)
S (-0.515, 1.795, 2.482)
N (-0.690, 1.256, -0.598)
H (-0.859, -0.605, 0.407)
H (0.910, -0.129, 2.181)
H (1.680, 1.352, 1.219)
H (-0.971, 2.806, 1.637)
H (-1.568, 0.971, -1.069)
H (0.109, 1.584, -1.360)
H (-1.211, -3.031, -1.613)
H (-0.603, -1.724, -1.426)
O (-1.392, -2.175, -1.606)

Computed properties:
Net charge: -1
2S+1: 1
ΔE to the lowest compared entry with this formula, charge and spin, kJ/mol: 204.4
HOMO, Eh: -0.1548
Kohn-Sham gap, eV: 7.4966
LUMO level, eV: 3.28



No. 4
ORCA calculation (the ωB97M-V functional and the def2-TZVPD basis) on C18H25IrN5OS2Si as an isolated structure.

Geometry (Å):
Ir (-0.146, -0.365, 0.566)
S (1.702, 1.422, 1.250)
C (2.165, 1.007, -0.349)
S (0.806, 0.502, -1.325)
C (3.469, 0.917, -0.812)
C (3.773, 0.459, -2.126)
N (4.041, 0.096, -3.188)
C (4.578, 1.174, 0.041)
N (5.508, 1.303, 0.714)
C (-1.836, -0.825, 2.961)
C (-2.398, 0.336, 2.204)
C (-3.519, 1.108, 2.409)
C (-3.528, 2.077, 1.370)
C (-2.409, 1.850, 0.591)
C (-1.917, 2.587, -0.608)
N (-1.713, 0.804, 1.119)
H (-2.313, -0.928, 3.936)
H (-0.757, -0.694, 3.147)
H (-1.973, -1.776, 2.431)
H (-4.228, 0.995, 3.216)
H (-4.255, 2.860, 1.213)
H (-2.619, 3.379, -0.873)
H (-1.805, 1.926, -1.470)
H (-0.936, 3.033, -0.423)
N (1.434, -1.622, 0.478)
C (2.351, -2.315, 0.465)
N (3.439, -3.061, 0.480)
C (4.730, -2.405, 0.746)
C (5.051, -2.517, 2.223)
O (5.025, -3.879, 2.643)
C (3.748, -4.456, 2.451)
C (3.352, -4.433, 0.983)
H (4.684, -1.365, 0.431)
H (5.485, -2.923, 0.152)
H (4.327, -1.933, 2.805)
H (6.050, -2.139, 2.430)
H (2.998, -3.912, 3.042)
H (3.805, -5.481, 2.817)
H (2.337, -4.803, 0.840)
H (4.040, -5.046, 0.397)
C (-1.264, -1.898, -2.419)
Si (-1.545, -1.883, -0.553)
C (-1.221, -3.671, 0.017)
C (-3.388, -1.574, -0.308)
H (-1.916, -2.637, -2.895)
H (-0.228, -2.137, -2.667)
H (-1.488, -0.922, -2.856)
H (-1.951, -4.356, -0.424)
H (-1.281, -3.774, 1.104)
H (-0.226, -3.998, -0.300)
H (-3.980, -2.330, -0.834)
H (-3.661, -0.589, -0.694)
H (-3.674, -1.583, 0.745)

Computed properties:
Net charge: -1
2S+1: 1
ΔE to the lowest compared entry with this formula, charge and spin, kJ/mol: 81.7
HOMO, Eh: -0.1640
Kohn-Sham gap, eV: 6.6186
LUMO level, eV: 2.16



No. 5
ORCA calculation (the ωB97M-V functional and the def2-TZVPD basis) on a 2-piece molecular cluster, C8H8O2S overall.

Geometry (Å):
C (-2.048, -0.246, -3.074)
C (-0.659, -0.080, -2.895)
C (-2.573, -0.099, -1.801)
C (-0.451, 0.169, -1.584)
C (0.791, 0.378, -0.976)
C (-0.365, 0.553, 1.966)
C (0.647, -0.185, 1.151)
C (2.059, -0.413, 1.639)
O (1.819, 0.831, -1.253)
O (-1.660, 0.177, -0.924)
S (-0.707, -1.254, 1.600)
H (-2.667, -0.454, -3.852)
H (-0.018, -0.171, -3.708)
H (-3.518, -0.075, -1.433)
H (-0.175, 0.897, 3.095)
H (-0.973, 1.315, 1.556)
H (2.704, -0.292, 0.816)
H (2.153, -1.370, 2.013)
H (2.388, 0.308, 2.255)

Computed properties:
Net charge: 0
2S+1: 1
ΔE to the lowest compared entry with this formula, charge and spin, kJ/mol: 476.7
HOMO, Eh: -0.2794
Kohn-Sham gap, eV: 7.7180
LUMO level, eV: 0.12



No. 6
ORCA calculation (the ωB97M-V functional and the def2-TZVPD basis) on C5H7CoO4 as an isolated structure.

Geometry (Å):
O (1.763, 0.011, -0.576)
C (1.191, -1.196, -0.097)
C (-0.280, -1.148, -0.442)
O (-0.772, 0.135, -0.026)
C (-2.135, 0.283, -0.023)
C (-2.736, 1.271, 0.633)
Co (0.619, 1.736, -0.678)
H (1.335, -1.258, 0.990)
H (1.657, -2.072, -0.570)
H (-0.817, -1.946, 0.087)
H (-0.442, -1.258, -1.524)
H (-2.676, -0.455, -0.620)
H (-2.175, 1.995, 1.226)
H (-3.820, 1.360, 0.574)
O (2.660, 1.898, 0.165)
C (2.892, 0.668, 0.184)
O (3.735, -0.025, 0.698)

Computed properties:
Net charge: 0
2S+1: 5
ΔE to the lowest compared entry with this formula, charge and spin, kJ/mol: 0.0
HOMO (alpha / beta), Eh: -0.2504 / -0.3765
Kohn-Sham gap (alpha / beta), eV: 7.3023 / 9.4572
LUMO level (alpha / beta), eV: 0.49 / -0.79



No. 7
ORCA calculation (the ωB97M-V functional and the def2-TZVPD basis) on a 7-piece molecular cluster, C22H63N5O7 overall.

Geometry (Å):
C (-5.894, 5.831, 28.482)
C (-7.017, 6.846, 28.306)
C (-8.267, 6.351, 27.464)
O (-7.843, 5.945, 26.182)
C (-8.963, 5.502, 25.358)
N (-7.494, 7.149, 29.672)
H (-5.527, 5.606, 27.480)
H (-6.276, 4.914, 28.930)
H (-5.027, 6.174, 29.047)
H (-6.701, 7.765, 27.814)
H (-9.128, 7.020, 27.470)
H (-8.726, 5.480, 27.931)
H (-8.702, 5.403, 24.305)
H (-9.818, 6.178, 25.334)
H (-9.334, 4.493, 25.539)
H (-6.701, 7.379, 30.254)
H (-7.863, 6.283, 30.038)
C (-5.574, 10.973, 21.119)
C (-5.868, 9.807, 22.085)
C (-7.227, 10.072, 22.844)
O (-7.563, 9.080, 23.834)
C (-8.718, 9.489, 24.551)
N (-5.951, 8.644, 21.167)
H (-4.587, 10.721, 20.731)
H (-5.521, 11.879, 21.723)
H (-6.393, 10.946, 20.401)
H (-5.154, 9.600, 22.883)
H (-7.977, 10.103, 22.054)
H (-7.225, 11.053, 23.320)
H (-8.544, 10.407, 25.113)
H (-9.029, 8.662, 25.189)
H (-9.567, 9.554, 23.871)
H (-5.110, 8.596, 20.610)
H (-5.940, 7.770, 21.674)
C (-2.381, 14.320, 29.074)
C (-3.881, 14.683, 29.285)
C (-4.780, 13.455, 29.654)
O (-4.661, 12.558, 28.566)
C (-5.601, 11.503, 28.709)
N (-3.827, 15.787, 30.281)
H (-1.854, 14.008, 29.976)
H (-1.948, 15.200, 28.599)
H (-2.342, 13.463, 28.402)
H (-4.278, 15.110, 28.364)
H (-5.817, 13.757, 29.801)
H (-4.379, 12.920, 30.515)
H (-6.631, 11.855, 28.765)
H (-5.404, 10.936, 29.618)
H (-5.442, 10.809, 27.884)
H (-3.286, 16.551, 29.901)
H (-4.788, 16.069, 30.408)
C (-10.359, 7.696, 32.031)
C (-11.753, 7.560, 31.475)
C (-11.775, 7.143, 29.926)
O (-13.079, 7.122, 29.351)
C (-13.685, 8.422, 29.089)
N (-12.459, 6.590, 32.316)
H (-9.855, 8.488, 31.477)
H (-9.790, 6.767, 32.007)
H (-10.368, 8.042, 33.064)
H (-12.263, 8.519, 31.566)
H (-11.329, 6.192, 29.633)
H (-11.180, 7.857, 29.356)
H (-13.685, 9.048, 29.981)
H (-14.676, 8.377, 28.637)
H (-13.043, 8.900, 28.349)
H (-11.991, 5.699, 32.397)
H (-13.319, 6.374, 31.831)
C (-12.946, 15.302, 28.887)
C (-12.488, 14.934, 27.484)
C (-13.316, 13.751, 26.830)
O (-13.538, 12.685, 27.741)
C (-12.344, 11.975, 28.104)
N (-12.529, 16.165, 26.688)
H (-14.015, 15.401, 29.077)
H (-12.488, 16.240, 29.199)
H (-12.509, 14.567, 29.564)
H (-11.436, 14.659, 27.560)
H (-12.764, 13.384, 25.965)
H (-14.293, 14.138, 26.543)
H (-12.658, 11.112, 28.690)
H (-11.548, 12.607, 28.497)
H (-11.803, 11.511, 27.279)
H (-13.475, 16.424, 26.451)
H (-12.140, 15.966, 25.777)
C (-7.092, 11.131, 32.073)
O (-7.355, 11.595, 33.397)
H (-7.549, 10.150, 31.948)
H (-7.579, 11.821, 31.383)
H (-6.043, 11.192, 31.784)
H (-7.218, 12.535, 33.535)
C (-8.967, 10.273, 28.221)
O (-8.538, 9.730, 29.416)
H (-9.384, 11.269, 28.370)
H (-8.211, 10.342, 27.439)
H (-9.750, 9.610, 27.854)
H (-8.003, 8.936, 29.342)

Computed properties:
Net charge: 0
2S+1: 1
ΔE to the lowest compared entry with this formula, charge and spin, kJ/mol: 191.7
HOMO, Eh: -0.3286
SMILES: COC[C@H](C)N.COC[C@H](C)N.COC[C@H](C)N.COC[C@H](C)N.COC[C@H](C)N.CO.CO
Kohn-Sham gap, eV: 9.3240
LUMO level, eV: 0.38



No. 8
ORCA calculation (the ωB97M-V functional and the def2-TZVPD basis) on an isolated molecule of C6H12O.

Geometry (Å):
C (2.526, -0.250, 0.920)
C (1.080, 0.088, 0.766)
C (-1.917, 1.261, 0.868)
O (-1.330, 1.029, -0.389)
C (-0.979, -0.318, -0.590)
C (-0.458, -0.441, -2.022)
C (0.188, -0.758, 0.259)
H (3.055, 0.372, 0.186)
H (2.717, -1.297, 0.663)
H (2.966, -0.017, 1.894)
H (0.824, 1.139, 0.881)
H (-2.978, 0.979, 0.870)
H (-1.823, 2.329, 1.079)
H (-1.862, -0.959, -0.446)
H (-1.212, -0.185, -2.771)
H (-0.081, -1.455, -2.198)
H (0.387, 0.247, -2.128)
H (0.450, -1.812, 0.173)
H (-1.407, 0.686, 1.650)

Computed properties:
Net charge: 0
2S+1: 1
ΔE to the lowest compared entry with this formula, charge and spin, kJ/mol: 149.4
HOMO, Eh: -0.3349
SMILES: C/C=C/[C@H](C)OC
Kohn-Sham gap, eV: 10.2796
LUMO level, eV: 1.17